Computed, not measured: one molecule with the formula C5H8N2, with wB97M-V/def2-TZVPD.

Values from the calculation:
HOMO-LUMO gap ... 0.331 hartree
Highest occupied orbital energy ... -7.94 eV
SMILES ... Cc1c[nH]c(N)c1

Positions of all 15 atoms, in Å:
H1 2.2759 -2.0549 0.1996
C1 0.2116 -0.0271 -1.2810
N1 -0.9871 0.5312 -0.9659
C2 -0.0424 -0.0571 0.9533
H2 0.0826 -0.1993 2.0224
H3 3.0113 -0.4467 0.2609
C3 -1.1634 0.5273 0.3905
H4 -2.2597 1.9379 1.4191
N2 -2.3628 1.1098 0.8529
C4 0.8473 -0.4092 -0.1250
H5 -1.6737 0.9108 -1.5948
C5 2.2185 -1.0400 -0.2097
H6 2.4861 -1.1198 -1.2721
H7 0.5468 -0.1208 -2.3037
H8 -3.0504 0.4756 1.2301

These are the natural (NBO) partial charges, in e, on atoms 1 to 4: number 1, H, carries 0.21; number 2, C, carries -0.09; number 3, N, carries -0.51; number 4, C, carries -0.33

Computed, not measured: a 2-piece molecular cluster, C5H8N2 overall at a distorted geometry, with wB97M-V/def2-TZVPD.

Values from the calculation:
HOMO-LUMO gap ... 0.377 hartree
Highest occupied orbital energy ... -9.50 eV
SMILES ... C/C=C/C#N.C=N

Positions of all 15 atoms, in Å:
C1 -0.1979 2.6304 -0.3210
C2 0.2033 1.4267 0.1298
H1 2.7369 -0.6299 -0.0970
C3 -2.2727 -1.3399 0.1056
H2 -2.8938 -0.5317 0.1808
H3 -2.5656 -2.1104 0.8145
H4 1.0876 -1.2863 -0.2550
C4 1.2647 0.7614 -0.2978
N1 -0.4399 3.7289 -0.5379
H5 -0.6048 -2.3509 -0.4357
H6 -0.3014 0.9471 0.9232
H7 1.5840 -0.4573 1.2788
H8 1.7951 1.1538 -1.2280
C5 1.7550 -0.4825 0.2440
N2 -1.1505 -1.4595 -0.5044

These are the natural (NBO) partial charges, in e, on atoms 1 to 4: number 1, C, carries 0.26; number 2, C, carries -0.38; number 3, H, carries 0.23; number 4, C, carries -0.02

Computed, not measured: one molecule with the formula C5H8N2 at a distorted geometry, with wB97M-V/def2-TZVPD.

Values from the calculation:
HOMO-LUMO gap ... 0.391 hartree
Highest occupied orbital energy ... -9.76 eV
SMILES ... C[C@H]1CN1CC#N

Positions of all 15 atoms, in Å:
H1 1.3020 1.0409 -1.0405
N1 3.6495 -0.8910 -0.2916
H2 -0.5198 1.9751 0.0233
C1 -0.7260 0.9937 0.4297
N2 0.3816 0.0861 0.6713
H3 1.8996 1.5343 0.5515
C2 1.5506 0.6676 -0.0275
C3 -0.7274 -0.2621 -0.3245
C4 2.7016 -0.2406 -0.1631
H4 -1.4295 0.9859 1.2570
H5 -2.7869 -0.8405 -0.2610
H6 -1.8206 -1.4490 1.0873
C5 -1.8091 -1.2596 0.0102
H7 -0.0745 -0.4783 -1.1311
H8 -1.6984 -2.2026 -0.5302

These are the natural (NBO) partial charges, in e, on atoms 1 to 4: number 1, H, carries 0.21; number 2, N, carries -0.31; number 3, H, carries 0.20; number 4, C, carries -0.27

Computed, not measured: C5H8N2 as an isolated structure, with wB97M-V/def2-TZVPD.

Values from the calculation:
HOMO-LUMO gap ... 0.318 hartree
Highest occupied orbital energy ... -8.21 eV

Positions of all 15 atoms, in Å:
H1 -2.7953 -1.0796 -0.0258
H2 -1.8640 1.1370 0.6484
H3 2.5882 -0.9835 -0.8560
H4 -0.1257 1.5133 -1.1944
C1 -0.0234 0.8333 -0.3613
C2 -2.5515 -0.2038 -0.6684
C3 -0.6455 -0.4443 1.3470
H5 3.1378 0.1384 0.3901
N1 0.6031 -0.6995 1.1793
C4 2.4130 0.0059 -0.4196
C5 1.0139 0.1006 0.0958
H6 2.6008 0.7605 -1.1883
N2 -1.1590 0.4572 0.3987
H7 -1.8913 -0.6515 -1.4340
H8 -1.3010 -0.8839 2.0884

These are the natural (NBO) partial charges, in e, on atoms 1 to 4: number 1, H, carries 0.12; number 2, H, carries 0.48; number 3, H, carries 0.23; number 4, H, carries 0.24

Computed, not measured: one molecule with the formula C5H8N2, with wB97M-V/def2-TZVPD.

Values from the calculation:
HOMO-LUMO gap ... 0.329 hartree
Highest occupied orbital energy ... -7.90 eV
SMILES ... Cc1c[nH]c(N)c1

Positions of all 15 atoms, in Å:
C1 0.2837 -0.9690 0.9410
H1 -1.6202 -0.6590 -2.7621
C2 -0.1042 0.6341 -0.5853
C3 -0.9331 -0.4289 -0.8643
C4 0.6651 0.2983 0.5669
H2 -2.6761 0.0609 -1.7402
N1 -0.6783 -1.3989 0.0661
H3 1.6033 1.1311 2.3314
C5 1.6805 1.1763 1.2394
H4 1.5326 2.2190 0.9413
H5 -0.0530 1.5662 -1.1364
N2 -1.9658 -0.6603 -1.8086
H6 0.6134 -1.5872 1.7646
H7 -1.1689 -2.2781 0.0838
H8 2.7079 0.9000 0.9779

These are the natural (NBO) partial charges, in e, on atoms 1 to 4: number 1, C, carries -0.09; number 2, H, carries 0.37; number 3, C, carries -0.33; number 4, C, carries 0.26

Computed, not measured: a 2-piece molecular cluster, C5H8N2 overall at a distorted geometry, with wB97M-V/def2-TZVPD.

Values from the calculation:
HOMO-LUMO gap (spin up / spin down) ... 0.369 / 0.259 hartree
Highest occupied orbital energy (spin up / spin down) ... -18.51 / -18.37 eV
Total charge ... +2

Positions of all 15 atoms, in Å:
N1 1.1224 0.4641 0.1289
H1 3.3347 -1.7060 -0.0270
H2 -0.0590 2.0490 0.7761
H3 4.0047 -0.3757 0.9454
H4 0.0216 2.9454 -1.6342
H5 -4.2575 -0.1245 0.0591
C1 3.4329 -0.6136 0.0348
C2 -3.4011 -0.8171 0.0240
H6 4.0174 -0.2735 -0.8323
H7 -3.4996 -1.4238 -0.8858
C3 -2.2020 -0.1301 0.0562
C4 -0.0372 1.0942 0.2623
C5 2.1865 -0.0174 0.0764
H8 -3.4931 -1.4863 0.8932
N2 -1.1708 0.4153 0.1229

These are the natural (NBO) partial charges, in e, on atoms 1 to 4: number 1, N, carries -0.31; number 2, H, carries 0.35; number 3, H, carries 0.30; number 4, H, carries 0.35

The records above yield energy above the lowest of the compared OMol25 structures with the same formula, charge and spin values of 5.0 67.1 54.4 97.5 2.6 77.6 kcal per mole, respectively.
The records above yield calculated total energy values of -304.82751 -304.72857 -304.74875 -304.68006 -304.83140 -303.94274 Eh, respectively.